{"formula": "C37H45BIN10", "method": "ωB97M-V/def2-TZVPD", "symbols": ["H", "H", "C", "C", "H", "N", "H", "C", "H", "N", "C", "H", "H", "N", "H", "H", "H", "H", "C", "C", "C", "N", "H", "C", "C", "C", "H", "C", "C", "I", "C", "C", "C", "N", "H", "H", "H", "C", "N", "H", "H", "C", "H", "H", "H", "H", "H", "H", "B", "C", "H", "C", "C", "H", "N", "C", "C", "N", "C", "C", "H", "C", "C", "C", "H", "C", "H", "C", "H", "H", "H", "H", "H", "C", "N", "C", "H", "C", "H", "H", "N", "H", "C", "H", "H", "H", "C", "H", "H", "H", "C", "C", "H", "C"], "coordinates": [[-4.880132, 1.254653, 1.486365], [-8.529102, 3.290392, -2.322295], [-1.947598, 2.360108, 4.579020], [0.246645, 0.061988, -4.219865], [-1.716602, 4.731597, 6.971250], [-0.860459, -0.292728, -3.308202], [-1.824211, 1.840497, -1.465879], [-1.842669, -0.161959, 1.079941], [-8.489267, 5.769922, -2.013845], [-3.034855, 0.411044, 8.457194], [-5.084470, 1.650174, 8.388652], [7.757084, -0.470243, -1.680809], [-0.005307, -1.799877, -5.206173], [1.212974, 0.757948, -3.375276], [-1.322355, -1.132314, -3.619545], [-5.695688, 2.376852, 7.870421], [-0.500768, -0.471574, -2.380139], [-3.523145, -1.053409, -0.881754], [-3.080723, 0.078544, 1.658324], [11.177400, -4.715161, -0.911429], [-7.345550, 5.632527, -0.198756], [-1.403298, 0.464530, -0.007032], [13.144363, -5.302452, -3.590105], [-4.685020, 0.118245, 10.169214], [-3.459533, 1.685349, -0.063904], [-3.904333, 1.028549, 1.071510], [13.522893, -2.871223, -3.252133], [-3.314324, 2.479366, 4.372559], [-5.513871, 1.045803, 9.558214], [3.565538, 0.327731, -5.947950], [11.788602, -5.439939, -1.921020], [-2.139402, 4.072852, 6.225155], [9.180305, -1.386676, -4.596879], [-6.755947, 3.429296, 0.528681], [-6.206173, 5.116584, 1.553996], [1.163816, -0.724870, -7.163663], [2.278890, -2.167609, -6.426736], [-2.499937, -3.798731, -2.239706], [-4.088999, 3.332151, 5.041777], [0.480867, 1.456818, -5.680633], [5.749032, -0.650286, -3.171502], [-4.671145, -2.883317, -0.889103], [-3.389869, -0.468463, 2.540170], [10.495772, -5.185590, -0.216322], [-1.615847, -4.122730, -2.779350], [-1.372728, 1.645958, 4.005183], [6.067196, -1.312398, -5.517894], [1.720783, 1.454792, -3.903996], [1.791172, -1.077344, -6.180205], [-8.005775, 5.114483, -1.301040], [-0.284379, 3.113462, 5.711854], [7.859127, -0.755706, -2.720818], [-3.565619, -2.095595, -1.176696], [11.595410, -6.498639, -2.035771], [12.277085, -2.712673, -1.632015], [-7.393641, 2.945288, -0.533958], [6.746273, -0.856121, -3.536756], [-2.499558, -2.533588, -1.832535], [6.926200, -1.226980, -4.863186], [-2.203981, 1.365036, -0.568552], [1.324280, -1.786989, -4.059826], [11.452863, -3.359793, -0.812718], [12.647951, -4.779965, -2.783977], [-3.841638, 1.300827, 7.880872], [-3.505287, -5.693446, -2.359321], [-3.553647, -4.672554, -2.005112], [0.689373, 1.251935, -2.660068], [9.108591, -1.027564, -3.260181], [-3.812516, 1.862520, 3.637006], [10.986718, -2.756464, -0.041261], [-6.478211, 1.290386, 9.985105], [-3.475983, 1.739671, 6.963699], [-4.074396, 2.430100, -0.550804], [-6.737387, 4.750329, 0.682052], [8.120242, -1.489375, -5.395866], [-1.348327, 3.175769, 5.524822], [-5.501747, -4.854721, -1.112550], [-3.498023, 4.103083, 5.951094], [-0.724609, 0.408456, -5.975021], [10.140920, -1.604767, -5.054564], [-0.290987, 0.963682, -5.249344], [-5.512953, -2.470570, -0.349248], [-3.460798, -0.161113, 9.579762], [10.007407, -0.965612, -2.659635], [-4.978658, -0.381454, 11.082406], [-2.785159, -0.881296, 10.029366], [-4.660445, -4.203106, -1.313573], [-7.389559, 1.865354, -0.637482], [-7.297545, 6.698448, -0.023308], [-1.165337, -0.901241, 1.495751], [-8.030884, 3.740447, -1.474810], [12.857784, -3.421916, -2.595543], [-4.153834, 4.786657, 6.481286], [0.850659, -1.200063, -4.855058]], "atomic_forces_ev_per_a": [[-0.0043, 0.0436, -0.0299], [0.0051, -0.0128, -0.0031], [0.0146, -0.0181, -0.0083], [-0.2708, -0.3372, 0.2032], [-0.0119, -0.0022, 0.0161], [0.0358, 0.5446, -0.1661], [-0.0438, -0.0430, -0.0374], [0.0771, -0.0366, 0.0286], [0.0013, 0.0025, -0.0049], [-0.0151, 0.0118, 0.0268], [-0.0137, 0.0398, -0.0125], [0.0002, 0.0063, 0.0016], [0.0023, -0.0379, -0.0298], [-0.1766, 0.0337, 0.1816], [-0.0031, -0.1404, 0.0753], [0.0092, -0.0049, -0.0255], [0.0564, -0.2668, 0.0343], [-0.1243, -0.0126, 0.0349], [0.0201, 0.0055, -0.0287], [-0.0012, -0.0136, -0.0052], [-0.0073, -0.0083, -0.0115], [0.0847, -0.0174, 0.0280], [0.0034, 0.0089, -0.0109], [-0.0035, 0.0067, -0.0035], [0.0029, -0.0269, 0.0077], [-0.0839, -0.0143, 0.0130], [-0.0012, -0.0256, -0.0164], [-0.0461, 0.0217, 0.0275], [-0.0004, -0.0014, 0.0082], [0.3209, 0.4188, -0.0197], [0.0018, -0.0009, -0.0009], [0.0070, -0.0300, -0.0130], [0.0369, 0.0017, -0.0113], [0.0328, -0.0758, 0.0055], [-0.0097, 0.0213, -0.0076], [0.1693, 0.3122, 0.0909], [0.1367, 0.1578, 0.0630], [-0.0378, -0.0593, 0.0291], [0.0005, -0.0061, 0.0218], [0.1189, -0.1886, -0.2216], [-0.0197, 0.0168, -0.0455], [0.0373, -0.0876, -0.0331], [0.0117, -0.0142, 0.0001], [-0.0141, 0.0116, 0.0007], [-0.0166, -0.0206, 0.0026], [-0.0126, 0.0005, -0.0227], [0.0168, 0.0453, -0.0054], [0.2256, -0.1379, -0.0854], [-0.8269, -1.0310, -0.1003], [-0.0009, 0.0031, 0.0015], [0.0044, -0.0045, 0.0016], [-0.0062, -0.0122, -0.0090], [-0.0401, 0.2254, 0.0076], [-0.0053, -0.0029, -0.0041], [0.0090, 0.0082, 0.0075], [0.0042, -0.0429, -0.0088], [-0.0276, 0.0108, 0.0495], [0.1088, -0.1633, -0.0627], [0.0221, -0.0872, -0.0858], [-0.0065, 0.0927, -0.0584], [0.0099, 0.0880, 0.0267], [-0.0294, 0.0595, 0.0325], [-0.0044, -0.0026, 0.0128], [0.0687, -0.1569, 0.0030], [0.0057, -0.0041, -0.0046], [-0.0125, 0.0168, 0.0055], [-0.0348, 0.1550, -0.0770], [0.0188, 0.0012, 0.0485], [0.0139, -0.0057, -0.0190], [-0.0202, -0.0369, 0.0140], [-0.0040, 0.0007, 0.0007], [-0.0174, 0.0140, -0.0127], [-0.0002, 0.0040, -0.0081], [0.0350, 0.0263, 0.0592], [0.0091, -0.0306, 0.0467], [0.0067, 0.0080, -0.0027], [-0.0006, -0.0058, -0.0003], [-0.0722, 0.1924, -0.0532], [0.0678, -0.0405, -0.1729], [0.0109, 0.0058, 0.0301], [-0.2435, 0.4267, 0.4114], [0.0036, 0.0128, 0.0022], [0.0214, -0.0173, 0.0332], [0.0218, -0.0109, -0.0285], [0.0098, -0.0077, 0.0042], [-0.0231, -0.0051, 0.0183], [0.0144, 0.0099, -0.0042], [-0.0079, 0.0058, -0.0289], [0.0120, 0.0035, 0.0073], [-0.0490, -0.0077, 0.0584], [-0.0045, 0.0111, 0.0015], [0.0289, 0.0260, -0.0493], [0.0534, 0.0166, 0.0344], [0.3659, 0.1816, -0.1684]], "total_energy_ha": -2307.05566, "homo_lumo_gap_ev": 6.374, "de_lowest_ev": 0.000, "max_force_ha_per_bohr": 0.0258, "homo_energy_ev": -4.444, "total_charge": -1}



{"formula": "C37H45ClN3O4", "method": "ωB97M-V/def2-TZVPD", "symbols": ["C", "C", "H", "C", "H", "H", "H", "C", "H", "C", "C", "C", "H", "H", "H", "C", "C", "H", "H", "O", "C", "H", "H", "C", "H", "Cl", "C", "H", "C", "H", "H", "H", "C", "C", "H", "C", "C", "H", "N", "C", "C", "N", "C", "C", "H", "H", "H", "H", "H", "H", "H", "C", "C", "H", "C", "H", "H", "C", "C", "H", "H", "H", "O", "H", "C", "H", "C", "H", "C", "H", "C", "O", "H", "C", "H", "O", "C", "C", "C", "H", "H", "C", "H", "N", "H", "H", "C", "C", "H", "H"], "coordinates": [[2.244302, -1.238577, -0.205355], [0.900087, -0.530971, -0.019952], [-1.319009, -1.523914, -1.075780], [0.425887, -3.478359, 3.673652], [1.410520, -4.116557, -1.983380], [-8.269998, 4.967191, -4.002002], [4.719530, 0.152429, 1.840347], [-7.051367, 3.607520, -0.266239], [7.355796, 0.069616, 1.659697], [-1.109349, -0.545508, -1.510144], [-0.063698, 1.023474, 1.810145], [-7.235053, 4.659780, -3.939065], [1.540429, 1.074444, -3.813116], [-1.822765, 0.190449, -1.143685], [-7.954838, 3.114692, 2.955220], [-5.399828, 3.756484, -2.661840], [1.038593, -0.419649, -2.427780], [0.081620, 0.232589, -4.154949], [4.524525, -1.892324, 0.206053], [-3.706498, 2.785550, -1.343061], [-4.851899, 3.195721, -1.397848], [-2.539862, -4.310971, 2.385791], [-4.431179, 4.460335, -5.825891], [6.686806, -1.976085, 1.998221], [-3.540027, 3.557644, -3.709664], [-0.767451, -0.381329, 2.659012], [2.173364, -2.235052, -1.350119], [1.275623, 1.542849, 0.248121], [-7.334800, 3.119895, 2.068458], [-4.210345, 2.304882, 1.049855], [-8.864369, 3.956316, 0.822280], [2.237822, -3.388580, 2.596316], [7.020214, -3.169871, 1.076559], [-1.475483, -4.110600, 2.438003], [3.166785, -2.665944, -1.486712], [-7.846769, 3.593478, 0.872154], [5.544756, 1.387575, 0.292872], [6.574413, -3.065351, 0.086118], [0.298097, -0.115087, -1.322774], [4.568696, -0.845657, -0.114345], [-5.077036, 4.369928, -4.962180], [0.872097, 0.372246, -3.547765], [0.618701, -3.969864, 1.348919], [-5.228454, 2.665959, 1.000424], [7.109115, -0.851967, 0.198278], [2.446999, -1.733155, 0.752394], [-6.802732, 5.145841, -5.977772], [1.580163, -2.007056, -3.350957], [-0.767660, 2.534049, 0.380973], [4.653868, 2.011219, 0.353182], [4.576543, -2.556807, 2.182008], [5.302751, -0.013340, 0.932698], [-6.731890, 4.169236, -2.741279], [-1.967477, 1.201902, 0.746222], [-7.621511, 4.107039, -1.548132], [5.115250, -1.407743, 3.433934], [0.332532, 1.676630, 2.586338], [1.469362, -4.134408, 0.128486], [-6.409888, 4.759194, -5.046618], [2.017535, 0.592734, 1.505502], [0.245214, -1.284581, 0.424805], [5.188763, -0.834068, -1.017799], [3.280943, -0.306112, -0.416262], [5.620174, -3.098922, 3.468298], [5.417832, -2.250052, 2.811129], [0.137801, -3.103662, -1.333242], [-1.167621, 1.840501, 1.118700], [-1.184017, -4.502590, 0.351374], [-6.027131, 2.649446, 2.131058], [8.097740, -3.316372, 1.003573], [6.678361, -0.639851, 1.184180], [2.426059, -4.898460, 0.144412], [-1.618195, 2.454457, 1.902705], [-5.732626, 3.152683, -0.199799], [6.626013, -4.083151, 1.533228], [-8.778418, 4.460416, -1.617256], [1.172448, -3.589407, 2.535966], [-0.913875, -3.760746, 3.632579], [1.118558, 0.678039, 0.896526], [-1.301019, -0.636106, -2.583172], [-1.511127, -3.705443, 4.532432], [1.179020, -3.398026, -1.191929], [6.404647, 1.873730, 0.752318], [1.882697, -1.436706, -2.563641], [5.799841, 1.226198, -0.758541], [-5.631192, 2.273556, 3.065644], [-4.574921, 3.864752, -3.774943], [-0.733918, -4.219773, 1.296952], [0.911749, -3.182330, 4.592700], [7.504658, -1.901588, 2.718180]], "atomic_forces_ev_per_a": [[-0.1007, 0.1852, 0.4270], [0.6637, -0.1555, 0.0910], [0.3266, 0.0626, 0.2243], [0.2813, 0.1486, 0.8179], [-0.0582, -0.0351, 0.0512], [-0.0041, -0.0182, 0.1268], [-0.0211, -0.4252, 0.0487], [0.1416, -0.0257, -0.0076], [-0.2232, 0.1658, 0.0371], [-0.6801, 0.8716, -0.9561], [0.1159, 1.1214, -0.4946], [-0.0215, 0.0596, -0.1532], [0.3124, -0.2967, 0.0899], [0.1824, 0.0070, 0.1714], [0.0013, -0.0021, -0.0084], [-0.0927, 0.0285, 0.0554], [-0.5515, 0.8500, -0.6332], [-0.1036, 0.3721, 0.1370], [-0.3858, 0.0455, -0.0523], [0.0585, -0.0940, -0.0079], [0.2235, -0.0652, 0.0252], [0.0355, -0.0439, 0.0471], [-0.0109, 0.0008, 0.0011], [0.1232, 0.1748, -0.4783], [-0.0249, -0.0283, 0.1160], [0.1198, -0.0712, -0.0491], [0.1706, -0.1076, -0.0768], [0.1207, 0.0128, 0.1091], [0.0594, -0.0231, -0.0227], [0.0112, 0.0484, -0.1061], [0.0191, 0.0084, -0.1301], [0.0040, -0.0497, -0.0894], [-0.2645, -0.1906, 0.7753], [-1.6738, -0.4021, -0.2085], [-0.0535, -0.0268, -0.0445], [-0.0741, -0.0192, 0.1561], [-0.0455, -0.6592, 0.0673], [0.0922, -0.0283, -0.0191], [1.1942, -1.1704, 0.7169], [0.5769, -0.0751, 0.3737], [-0.0488, -0.0074, 0.0192], [-0.9799, -0.6927, -0.7253], [0.0579, 0.1898, -1.2247], [-0.0086, -0.0328, 0.1540], [0.1173, 0.1345, 0.0617], [-0.1794, -0.3035, -0.1440], [0.0020, 0.0006, 0.0085], [1.0360, 0.5077, -0.7140], [-0.0485, -0.2328, -0.2097], [0.1007, 0.1102, -0.0487], [-0.0058, 0.1280, -0.0014], [0.6181, 1.2396, -0.9467], [0.1297, -0.0513, 0.0409], [0.1409, 0.1300, -0.3768], [-0.3094, 0.0985, -0.0237], [0.0097, 0.0061, -0.0216], [0.0821, -0.2346, 0.1413], [0.9552, -1.3155, -0.0686], [0.0556, -0.0191, 0.0186], [0.0035, -0.4245, -0.1029], [-0.0878, 0.2169, 0.1815], [-0.1512, 0.0232, -0.0663], [-0.2434, -0.2606, -0.2276], [-0.0816, 0.0640, 0.0572], [0.1916, -0.2562, 0.0309], [0.0329, 0.1942, 0.3358], [-0.2004, -0.1637, 1.0125], [-0.1514, -0.0498, 0.0935], [-0.0352, 0.0131, -0.0166], [-0.0241, 0.1529, -0.3179], [-0.2454, -0.7765, 0.3811], [-0.7982, 1.1505, 0.0055], [-0.1920, 0.0006, -0.1570], [-0.0708, 0.0372, -0.0643], [0.0327, -0.0464, -0.1722], [0.0358, -0.0146, 0.0022], [1.6975, 0.2170, 0.3349], [-0.1699, 0.1567, 0.8372], [-0.8143, -0.0321, 0.0816], [-0.1212, 0.0297, 0.0887], [-0.0660, 0.0362, -0.0331], [0.1730, -0.2479, 0.0379], [-0.2123, 0.1882, 0.1333], [-0.5749, -0.3949, 1.5783], [-0.0199, 0.2377, -0.0087], [-0.0062, 0.0055, -0.0041], [0.0417, 0.0219, -0.1615], [-0.0061, 0.0746, -1.0189], [-0.0596, 0.0139, 0.0695], [-0.0461, 0.0277, 0.0231]], "total_energy_ha": -2362.07554, "homo_lumo_gap_ev": 7.415, "max_force_ha_per_bohr": 0.0354, "homo_energy_ev": -11.504, "total_charge": 1}



It is found that the molar mass values, taken in the order of the records, are 767.55 631.24 g/mol.